{
  "formula": "C20H32BCdF4IN9O2S3",
  "method": "wB97M-V/def2-TZVPD",
  "species": ["Cd", "C", "C", "N", "N", "C", "S", "N", "N", "H", "H", "H", "H", "H", "H", "N", "C", "C", "C", "N", "H", "H", "H", "H", "H", "H", "H", "H", "H", "H", "I", "C", "C", "N", "N", "C", "H", "H", "H", "O", "S", "O", "N", "C", "S", "C", "C", "C", "C", "C", "C", "H", "H", "H", "H", "C", "C", "C", "C", "H", "H", "H", "H", "H", "H", "H", "H", "H", "F", "B", "F", "F", "F"],
  "positions_angstrom": [[-0.9527, -0.0710, 0.0068], [1.9589, -3.5128, -2.7390], [0.5795, -3.0612, -3.0128], [-0.2145, -3.5175, -3.9252], [-1.3887, -2.8477, -3.7080], [-1.3546, -1.9969, -2.6792], [-2.6086, -1.0480, -2.0977], [-0.0640, -2.1046, -2.2556], [0.4561, -1.4586, -1.1441], [2.2666, -4.1966, -3.5261], [1.9779, -4.0286, -1.7772], [2.6562, -2.6790, -2.6766], [-2.2064, -3.0549, -4.2495], [0.7317, -2.1537, -0.4447], [1.2430, -0.8563, -1.3986], [-2.2827, 1.9697, -0.5848], [-2.8711, 2.4231, -1.8453], [-1.8202, 2.9030, -2.8410], [-0.9574, 1.8297, -3.4979], [-0.0080, 1.2236, -2.5645], [-3.0074, 1.7786, 0.1023], [-1.6640, 2.6787, -0.2013], [-3.5924, 3.2339, -1.6816], [-3.4273, 1.5876, -2.2748], [-1.1671, 3.6412, -2.3588], [-2.3462, 3.4386, -3.6372], [-0.4423, 2.2942, -4.3487], [-1.6120, 1.0514, -3.9049], [0.4274, 1.9424, -1.9873], [0.7641, 0.8006, -3.0675], [-6.6790, -1.5485, 4.1968], [-5.5375, -1.0727, 2.5555], [-4.6164, -1.8748, 1.9163], [-4.1275, -1.1395, 0.9097], [-4.6534, 0.0896, 0.8467], [-5.5187, 0.1415, 1.8493], [-4.2627, -2.8750, 2.1033], [-3.4147, -1.4245, 0.2449], [-6.0915, 1.0364, 2.0342], [4.7245, 0.0489, -2.3987], [3.9423, -0.1253, -1.2040], [3.5826, -1.4790, -0.8534], [2.5976, 0.7991, -1.2308], [2.6428, 1.7799, -0.3391], [1.4742, 2.9517, -0.0831], [3.8900, 1.7483, 0.5044], [4.2475, 2.5868, 1.5459], [5.4412, 2.3377, 2.2093], [6.2606, 1.2723, 1.8397], [5.9042, 0.4325, 0.7928], [4.7121, 0.7001, 0.1500], [3.5924, 3.4022, 1.8234], [5.7392, 2.9751, 3.0324], [7.1830, 1.0949, 2.3781], [6.5283, -0.4006, 0.4976], [1.1380, 0.4960, 2.8322], [-0.2373, 1.1527, 2.8350], [-0.6718, 1.4321, 4.2750], [-1.2598, 0.2804, 2.1138], [1.8968, 1.1421, 3.2822], [1.4650, 0.2573, 1.8173], [1.1131, -0.4461, 3.3886], [-0.1477, 2.1162, 2.3202], [-0.7933, 0.4916, 4.8213], [-1.6313, 1.9543, 4.3006], [0.0615, 2.0419, 4.8127], [-2.2703, 0.6872, 2.2253], [-1.2687, -0.7129, 2.5768], [0.2338, -2.9453, 1.2405], [-0.8091, -3.7335, 0.7033], [-0.3428, -4.2793, -0.5238], [-1.2040, -4.7306, 1.5756], [-1.9073, -2.8701, 0.4028]],
  "mulliken_charge": [2.205, -1.132, 1.161, -0.991, 0.264, 0.101, -0.570, 0.589, 0.285, 0.399, 0.270, 0.158, 0.202, 0.074, -0.281, -0.506, -0.820, -0.733, -0.756, -0.018, 0.179, 0.164, 0.402, 0.327, 0.321, 0.389, 0.398, 0.372, -0.262, 0.192, 0.075, -0.617, -0.152, 0.468, -0.628, -0.302, 0.516, -0.092, 0.434, -0.717, 1.242, -0.638, -0.513, 0.742, -0.515, -0.099, -0.585, -0.589, -0.485, -0.625, 0.156, 0.445, 0.381, 0.378, 0.447, -1.126, 1.299, -1.756, -1.758, 0.357, -0.103, 0.338, -0.098, 0.340, 0.413, 0.439, 0.438, 0.542, -0.458, -0.065, -0.347, -0.347, -0.217],
  "e_homo_ev": -5.693,
  "total_charge": -1,
  "spin_multiplicity": 1,
  "gap_ev": 7.8,
  "relative_energy_kcal_mol": 0.00
}

***

{
  "formula": "C6H9ClS",
  "method": "wB97M-V/def2-TZVPD",
  "species": ["Cl", "C", "C", "C", "S", "C", "C", "C", "H", "H", "H", "H", "H", "H", "H", "H", "H"],
  "positions_angstrom": [[2.6986, -0.6563, -1.8338], [1.2377, -0.1212, -1.0860], [1.2526, 0.2447, 0.3878], [0.4525, 1.2791, 0.9296], [-0.9541, 1.9216, -0.0445], [-1.7335, 0.3003, -0.2823], [-0.9930, -0.9196, 0.1741], [0.4899, -0.9995, -0.1602], [0.4828, 0.4675, -1.6836], [2.2306, 0.0886, 0.8130], [1.0855, 2.1593, 1.2131], [0.1344, 0.8515, 2.0232], [-1.7751, 0.0388, -1.3578], [-2.7230, 0.1578, 0.1870], [-1.4496, -1.6913, -0.3467], [-1.2000, -1.1201, 1.1673], [0.7636, -2.0012, -0.1003]],
  "nbo_charge": [0.004, -0.254, -0.267, -0.539, 0.225, -0.544, -0.394, -0.237, 0.233, 0.239, 0.245, 0.211, 0.212, 0.225, 0.212, 0.204, 0.226],
  "e_homo_ev": -8.763,
  "smiles": "Cl[C@@H]1[C@H]2CSCC[C@@H]12",
  "spin_multiplicity": 1,
  "gap_ev": 9.6,
  "relative_energy_kcal_mol": 33.81
}

***

{
  "formula": "C25H29BrN2O9P",
  "method": "wB97M-V/def2-TZVPD",
  "species": ["C", "C", "Br", "C", "N", "C", "C", "N", "C", "P", "O", "O", "O", "C", "H", "H", "H", "H", "H", "H", "H", "H", "H", "H", "H", "H", "H", "H", "H", "H", "H", "C", "C", "C", "O", "C", "C", "C", "O", "H", "H", "H", "H", "C", "C", "C", "O", "C", "C", "C", "O", "H", "H", "H", "H", "C", "C", "C", "O", "C", "C", "C", "O", "H", "H", "H", "H"],
  "positions_angstrom": [[-2.5169, -0.2533, -2.0027], [-1.3256, -1.2422, -2.2145], [-1.9236, -2.5428, -3.6126], [-0.9817, -2.1098, -0.9753], [-0.2876, -1.3848, 0.1406], [-1.2402, -0.9363, 1.2426], [-1.2176, 0.6075, 1.5186], [0.1276, 1.2340, 1.5733], [1.1842, 0.3482, 1.0818], [2.6922, 1.3550, 0.5908], [2.4960, 2.8261, 0.8493], [3.0405, 1.1550, -1.0250], [4.0041, 0.7518, 1.4614], [0.6386, -0.2978, -0.2803], [-2.4645, 0.2113, -1.0010], [-3.5010, -0.7356, -2.1603], [-2.3884, 0.5653, -2.7432], [-0.4686, -0.7237, -2.6798], [-1.9192, -2.5960, -0.6310], [-0.3241, -2.9429, -1.3049], [0.3001, -2.0834, 0.6000], [-2.2805, -1.2454, 1.0491], [-0.9326, -1.4329, 2.1851], [-1.9057, 1.1441, 0.8261], [-1.6699, 0.7354, 2.5302], [0.0664, 2.0534, 0.9705], [1.4275, -0.4216, 1.8440], [3.9595, 0.7779, -1.1202], [3.8345, -0.2003, 1.4994], [0.1556, 0.5288, -0.8247], [1.4922, -0.7652, -0.8066], [-3.2769, -5.0461, 3.2410], [-4.4222, -5.6937, 3.0308], [-5.6713, -4.9617, 2.7210], [-6.7129, -5.5476, 2.5313], [-5.5991, -3.4838, 2.6524], [-4.4531, -2.8380, 2.8630], [-3.2058, -3.5708, 3.1719], [-2.1564, -2.9793, 3.3620], [-2.3538, -5.5636, 3.4697], [-4.4934, -6.7729, 3.0765], [-6.5221, -2.9656, 2.4247], [-4.3820, -1.7577, 2.8187], [-2.3691, 5.2140, -2.6655], [-2.2410, 4.1210, -1.9151], [-3.4262, 3.3829, -1.4273], [-3.3096, 2.3830, -0.7389], [-4.7587, 3.9006, -1.8038], [-4.8889, 4.9936, -2.5542], [-3.7035, 5.7336, -3.0433], [-3.8195, 6.7256, -3.7268], [-1.5140, 5.7682, -3.0311], [-1.2734, 3.7268, -1.6295], [-5.6131, 3.3459, -1.4374], [-5.8559, 5.3879, -2.8391], [7.3371, 1.0471, 0.5034], [8.6444, 0.9902, 0.7542], [9.5702, 0.2807, -0.1577], [10.7577, 0.2261, 0.0695], [8.9885, -0.3611, -1.3591], [7.6814, -0.3033, -1.6083], [6.7604, 0.4052, -0.6960], [5.5629, 0.4596, -0.9260], [6.6440, 1.5600, 1.1572], [9.0864, 1.4543, 1.6264], [9.6801, -0.8743, -2.0149], [7.2378, -0.7664, -2.4806]],
  "nbo_charge": [-0.655, -0.237, 0.023, -0.264, -0.367, -0.263, -0.264, -0.603, -0.414, 2.257, -1.043, -1.003, -0.931, -0.256, 0.222, 0.246, 0.238, 0.237, 0.245, 0.243, 0.437, 0.246, 0.262, 0.232, 0.233, 0.390, 0.226, 0.543, 0.479, 0.250, 0.248, -0.242, -0.204, 0.461, -0.446, -0.199, -0.254, 0.490, -0.550, 0.236, 0.244, 0.243, 0.226, -0.185, -0.261, 0.498, -0.559, -0.240, -0.204, 0.461, -0.449, 0.242, 0.225, 0.235, 0.243, -0.261, -0.183, 0.459, -0.444, -0.194, -0.246, 0.533, -0.597, 0.247, 0.243, 0.243, 0.234],
  "e_homo_ev": -12.454,
  "total_charge": 1,
  "spin_multiplicity": 1,
  "gap_ev": 8.5
}

***

{
  "formula": "C38H55F4Si",
  "method": "wB97M-V/def2-TZVPD",
  "species": ["F", "C", "C", "C", "F", "C", "C", "C", "C", "C", "C", "C", "C", "F", "C", "C", "F", "C", "C", "H", "H", "H", "H", "H", "H", "H", "H", "H", "C", "C", "C", "C", "C", "C", "Si", "C", "C", "C", "C", "C", "C", "C", "C", "C", "C", "C", "C", "C", "C", "C", "C", "C", "H", "H", "H", "H", "H", "H", "H", "H", "H", "H", "H", "H", "H", "H", "H", "H", "H", "H", "H", "H", "H", "H", "H", "H", "H", "H", "H", "H", "H", "H", "H", "H", "H", "H", "H", "H", "H", "H", "H", "H", "H", "H", "H", "H", "H", "H"],
  "positions_angstrom": [[-0.6866, 5.7461, 4.8552], [-0.6326, 4.3686, 4.8225], [-1.8573, 3.6986, 4.7822], [-1.7378, 2.2970, 4.7674], [-2.9102, 1.5711, 4.7165], [-0.5295, 1.6407, 4.5929], [0.6389, 2.3694, 4.3317], [1.8573, 1.5888, 3.8431], [3.1519, 2.3142, 4.1830], [4.3136, 1.7199, 4.6191], [5.5993, 2.3912, 4.8404], [6.8035, 1.6384, 4.8689], [8.0352, 2.2728, 4.8521], [9.1912, 1.5235, 4.8786], [8.1983, 3.6635, 4.8498], [6.9952, 4.3890, 4.8425], [7.1036, 5.7636, 4.8690], [5.7297, 3.8040, 4.8494], [0.6046, 3.7391, 4.6611], [-2.8040, 4.2004, 4.8205], [-0.5219, 0.5426, 4.5585], [1.8707, 0.6194, 4.4991], [3.1091, 3.4017, 4.3398], [4.3512, 0.6219, 4.7821], [6.7685, 0.5634, 4.8884], [9.1816, 4.1507, 4.8393], [4.8570, 4.4447, 4.8690], [1.4887, 4.3803, 4.7220], [-2.1002, -7.7135, 0.8088], [-1.4791, -6.7734, -0.2006], [-1.0728, -5.4555, 0.4310], [-0.4720, -4.4571, -0.5761], [-0.0809, -3.1516, 0.0926], [0.4712, -2.0856, -0.9037], [-0.4656, -0.4828, -0.9401], [0.2577, 0.5622, -2.3261], [0.2861, -0.0797, -3.7628], [1.6755, -0.2311, -4.3451], [1.7090, -0.9557, -5.7330], [0.9592, -0.2528, -6.8336], [1.0777, -0.9737, -8.1670], [-2.2211, -0.9227, -1.4638], [-3.1854, 0.2723, -1.7367], [-4.5597, -0.1641, -2.1959], [-5.4854, 1.0412, -2.4115], [-6.8990, 0.6696, -2.8579], [-7.7867, 1.8817, -3.0218], [-0.3538, 0.4985, 0.7831], [0.0745, 1.9592, 0.7067], [1.4393, 2.0588, 1.4453], [1.4882, 0.8667, 2.4096], [0.4615, -0.0120, 1.9773], [-2.3639, -8.6536, 0.3304], [-1.4125, -7.9368, 1.6266], [-3.0101, -7.2926, 1.2405], [-0.5951, -7.2294, -0.6485], [-2.1807, -6.5739, -1.0120], [-1.9472, -4.9828, 0.9111], [-0.3328, -5.6326, 1.2305], [0.4116, -4.9134, -1.0472], [-1.2028, -4.2786, -1.3802], [-0.9433, -2.7525, 0.6512], [0.7008, -3.3503, 0.8439], [1.5059, -1.8354, -0.6014], [0.5307, -2.5140, -1.9262], [-0.3323, 1.4994, -2.4000], [1.2860, 0.8589, -2.0359], [-0.2186, -1.0609, -3.7525], [-0.3230, 0.5519, -4.4333], [2.1336, 0.7646, -4.4646], [2.3199, -0.8027, -3.6529], [2.7710, -1.0671, -6.0053], [1.3119, -1.9746, -5.5932], [-0.0926, -0.1633, -6.5610], [1.3431, 0.7634, -6.9362], [0.5198, -0.4351, -8.9342], [2.1191, -1.0412, -8.4989], [0.6735, -1.9903, -8.1145], [-2.1805, -1.5464, -2.3884], [-2.6826, -1.5734, -0.6873], [-3.2676, 0.8725, -0.8158], [-2.7339, 0.9335, -2.4950], [-4.4828, -0.7258, -3.1335], [-5.0095, -0.8336, -1.4548], [-5.5400, 1.6213, -1.4725], [-5.0306, 1.7093, -3.1651], [-6.8274, 0.1187, -3.7993], [-7.3223, -0.0176, -2.1208], [-8.7811, 1.5726, -3.3278], [-7.8814, 2.4362, -2.0895], [-7.4003, 2.5611, -3.7798], [-1.4538, 0.3957, 0.9964], [0.0560, 2.3340, -0.3241], [-0.6588, 2.5366, 1.2727], [2.2006, 1.8543, 0.6944], [1.5885, 3.0385, 1.9144], [2.4825, 0.3551, 2.6104], [0.3460, -1.1237, 2.2062]],
  "mulliken_charge": [-0.307, 0.412, -0.809, 0.404, -0.325, -0.964, 0.391, 0.459, -0.775, -0.431, 0.789, -0.892, 0.405, -0.299, -0.633, 0.451, -0.299, -0.835, -0.919, 0.537, 0.501, 0.670, -0.095, 0.349, 0.425, 0.458, 0.530, 0.428, -1.311, -0.323, -0.717, -0.817, -0.777, -0.331, -1.453, -0.604, -0.714, -0.741, -0.792, -0.184, -1.364, -0.424, -0.694, -0.728, -0.729, -0.303, -1.295, 0.486, -0.706, -1.107, 0.919, -0.605, 0.392, 0.326, 0.324, 0.323, 0.327, 0.324, 0.278, 0.373, 0.283, 0.331, 0.485, 0.516, 0.587, 0.452, 0.591, 0.267, 0.325, 0.379, 0.294, 0.383, 0.283, 0.235, 0.289, 0.373, 0.339, 0.337, 0.471, 0.545, 0.273, 0.213, 0.359, 0.337, 0.345, 0.314, 0.311, 0.326, 0.391, 0.328, 0.326, 0.424, 0.505, 0.302, 0.333, 0.597, 0.256, 0.316],
  "e_homo_ev": -11.487,
  "total_charge": 1,
  "spin_multiplicity": 1,
  "gap_ev": 5.9
}